Here is one molecule with the formula C14H15NO2S2 in a non-equilibrium geometry from OMol25. Energies are from wB97M-V/def2-TZVPD.

LUMO ... 0.12 eV
Largest force on an atom ... 3.759 eV/A
Multiplicity ... 1
Energy relative to the best compared isomer or geometry (same formula, charge and spin) ... 72.48 kcal/mol
Frontier orbital gap ... 8.37 eV
SMILES ... CCOC(=O)[C@@H](C#N)C1(c2ccccc2)SCCS1
HOMO energy ... -8.25 eV

Geometry as XYZ:
```
34
Properties=species:S:1:pos:R:3:forces:R:3:nbo_charge:R:1
C -3.8237 -2.0287 1.5213 -0.187 -0.497 0.559 -0.6376
C -2.8740 -1.4772 0.4829 0.389 0.100 0.533 -0.0832
O -1.7240 -0.8250 1.1719 -0.524 -0.225 0.021 -0.5101
C -0.5347 -1.2370 0.7349 0.008 -1.537 -1.418 0.7800
O -0.4042 -1.9438 -0.2535 -0.007 0.615 0.885 -0.6084
C 0.6849 -0.7614 1.4816 -0.157 -1.724 -3.337 -0.4137
C 1.7246 -1.7482 1.2896 2.140 -2.771 0.353 0.2758
N 2.6148 -2.5032 1.1307 -2.529 2.022 0.545 -0.3089
C 1.2721 0.5164 0.2063 0.135 -0.082 1.869 -0.2877
C 0.7335 0.6923 -1.2079 -0.476 -1.165 0.489 -0.1227
C 1.3206 0.0321 -2.2997 -0.212 -0.754 -0.035 -0.1127
C 0.6155 -0.0768 -3.5044 -0.198 0.543 -0.133 -0.2232
C -0.6367 0.5605 -3.6601 0.290 -0.020 0.553 -0.1952
C -1.1993 1.2462 -2.5660 0.736 -0.027 -0.525 -0.2120
C -0.4923 1.3474 -1.3657 -0.440 -0.595 -0.303 -0.1989
S 0.5938 1.6944 1.3187 -0.075 3.204 0.829 0.2351
C 2.1194 2.4131 1.9997 -0.052 0.882 -0.754 -0.5369
C 3.3767 1.6518 1.6012 0.088 -1.135 0.243 -0.5278
S 3.0275 0.4306 0.2790 0.837 0.965 -0.583 0.3038
H -4.8314 -2.1589 1.1196 0.082 0.212 -0.119 0.2205
H -3.5100 -3.0401 1.8175 0.066 0.309 0.027 0.2118
H -3.8955 -1.4390 2.4391 0.032 0.168 -0.262 0.2224
H -2.4608 -2.3276 -0.0514 -0.086 0.391 -0.464 0.2273
H -3.3353 -0.7430 -0.1879 0.306 -0.138 0.190 0.1924
H 0.4934 -0.4674 2.5079 0.432 0.442 -0.315 0.2789
H 2.2838 -0.5036 -2.1822 -0.758 0.424 -0.043 0.2218
H 1.0305 -0.6646 -4.3375 -0.141 0.435 0.477 0.2205
H -1.1574 0.5379 -4.6276 0.208 -0.165 0.563 0.2185
H -2.1770 1.7126 -2.6473 0.169 -0.001 -0.078 0.2154
H -0.9399 1.8674 -0.5197 0.065 -0.169 -0.334 0.2306
H 2.1765 3.4549 1.6239 0.062 -0.568 0.387 0.2288
H 1.9860 2.4162 3.0671 0.075 0.154 0.438 0.2303
H 4.1261 2.3225 1.1880 0.065 -0.011 0.161 0.2371
H 3.8161 1.0492 2.4302 -0.343 0.719 -0.419 0.2277
```
Forces are in eV/Å.

---

Here is a 5-piece molecular cluster, C13H31N6O14 overall in a non-equilibrium geometry from OMol25. Energies are from wB97M-V/def2-TZVPD.

LUMO ... 0.42 eV
Largest force on an atom ... 5.464 eV/A
Multiplicity ... 1
Frontier orbital gap ... 4.76 eV
Charge ... -1
HOMO energy ... -4.34 eV

Geometry as XYZ:
```
64
Properties=species:S:1:pos:R:3:forces:R:3:nbo_charge:R:1
C 0.9611 5.5471 -2.3163 0.631 -1.293 0.576 -0.6445
C 1.4935 4.1574 -2.9414 -0.840 0.941 0.102 -0.0635
O 1.3316 3.1612 -1.8791 1.051 -0.035 -2.151 -0.5596
C 1.7808 1.8754 -2.3674 -1.006 -0.845 0.564 -0.0834
C 0.8548 0.7315 -1.6677 1.379 0.818 -0.121 -0.1027
O 0.4380 -0.1518 -2.7554 -1.226 0.565 1.152 -0.5595
C -0.9861 -0.0731 -2.9847 -0.388 -0.218 -0.228 -0.0963
C -1.4296 1.1855 -3.8940 0.246 -0.674 -0.468 -0.0959
O -1.3096 2.4535 -3.2177 -1.057 -1.344 -0.293 -0.5650
C -2.2926 2.6269 -2.1702 0.197 0.167 1.361 -0.1074
C -3.3151 3.8404 -2.3741 -0.169 0.240 1.959 0.2451
O -4.6785 3.3383 -2.6105 1.087 -0.309 -0.882 -0.7357
N -2.8916 4.8929 -3.3175 -0.936 -0.877 1.402 -0.4532
N -2.9359 4.5250 -4.6532 -0.328 0.007 -1.650 -0.6946
C -3.4158 4.5720 -0.9138 -1.351 -0.066 4.890 0.7264
O -2.8701 5.7021 -0.6889 -1.049 -2.644 -1.637 -0.7217
O -4.0810 3.8922 0.0990 2.484 1.783 -4.528 -0.8570
H 1.7766 5.9148 -1.5961 -1.178 -0.202 -1.168 0.1939
H 0.0654 5.2666 -1.6522 1.070 0.666 -1.288 0.2632
H 0.6950 6.3148 -3.1152 0.356 -1.062 1.188 0.2130
H 0.8514 3.8858 -3.8659 0.846 0.175 1.526 0.1722
H 2.5828 4.2028 -3.2948 -1.288 0.014 0.611 0.1526
H 2.8734 1.6720 -2.1025 -1.226 0.478 -0.377 0.1623
H 1.6407 1.7811 -3.5108 0.175 0.179 1.788 0.1794
H -0.0176 1.1966 -1.0950 1.084 -0.468 -1.099 0.1980
H 1.4849 0.1680 -0.8875 -1.081 0.619 -1.525 0.1999
H -1.5083 -0.0721 -1.9572 0.513 0.128 -1.615 0.1819
H -1.2874 -1.0479 -3.5228 0.459 1.501 0.671 0.1810
H -2.4918 0.9841 -4.3147 1.348 0.418 0.876 0.1626
H -0.7535 1.2465 -4.8307 -0.842 -0.161 1.609 0.1933
H -1.6996 2.8367 -1.1992 -0.929 -0.202 -1.561 0.2274
H -2.8683 1.6478 -1.9489 0.719 1.559 -0.520 0.1755
H -4.6488 2.3943 -2.8666 0.144 0.863 0.286 0.4567
H -3.5449 5.6837 -3.1467 0.961 -0.623 -0.198 0.3679
H -3.7762 4.0002 -4.9236 0.581 0.018 0.260 0.3283
H -2.0664 4.1108 -4.9986 -0.642 0.081 0.620 0.3552
C 1.7138 -3.7399 0.7345 -0.088 -0.193 0.201 -0.4920
N 1.5283 -2.3393 0.2737 -0.112 0.224 -0.088 0.5312
O 0.8810 -1.5941 0.9914 0.313 -0.204 -0.387 -0.3732
O 2.0388 -2.0375 -0.7922 -0.159 -0.267 0.607 -0.3697
H 1.2093 -3.8646 1.6906 0.074 0.140 -0.145 0.2299
H 1.2783 -4.3940 -0.0201 0.152 0.105 -0.025 0.2253
H 2.7839 -3.9128 0.8380 -0.132 0.004 -0.135 0.2501
C 4.1242 -7.2493 2.9258 -0.292 0.062 -0.245 -0.4776
N 3.9385 -5.8486 2.4641 -0.051 0.041 -0.041 0.5316
O 3.2895 -5.1030 3.1809 0.338 -0.174 -0.443 -0.3800
O 4.4507 -5.5454 1.3980 -0.265 0.060 0.477 -0.3855
H 3.6194 -7.3723 3.8757 -0.060 0.304 -0.455 0.2437
H 3.6898 -7.9038 2.1703 0.164 0.107 -0.054 0.2282
H 5.1932 -7.4214 3.0311 -0.164 0.033 -0.123 0.2431
C 4.6738 -8.3466 7.5411 -0.322 -0.086 0.171 -0.4860
N 5.3097 -8.0405 6.2332 0.168 0.035 -0.031 0.5386
O 4.6618 -8.2763 5.2231 0.808 -0.338 1.125 -0.4031
O 6.4343 -7.5750 6.2635 -0.604 -0.267 -0.192 -0.3583
H 3.6802 -8.7528 7.3615 0.172 0.078 -0.076 0.2327
H 5.3031 -9.0761 8.0492 0.024 0.186 -0.027 0.2378
H 4.6143 -7.4155 8.1033 0.139 -0.117 -0.029 0.2421
C -5.3253 3.2207 2.8106 0.130 -0.153 -0.304 -0.4737
N -5.6834 2.8260 4.1999 -0.018 -0.034 -0.127 0.5326
O -5.7971 1.6319 4.4352 -0.041 0.518 0.273 -0.4020
O -5.8387 3.7280 5.0090 -0.008 -0.574 -0.098 -0.4023
H -5.2198 2.3227 2.2063 0.017 0.180 0.120 0.2400
H -6.1288 3.8490 2.4297 0.220 0.067 0.064 0.2383
H -4.3844 3.7671 2.8546 -0.198 0.068 -0.146 0.2623
```
Forces are in eV/Å.